# 1
The following is a quantum chemistry calculation of a molecular structure, C14H9BrN2O5 at a distorted geometry, from the Open Molecules 2025 dataset.

```
31
Properties=species:S:1:pos:R:3:forces:R:3
O -4.455634 -3.424380 -0.030859 1.66 -3.37 -0.14
N -4.871456 -2.322937 -0.027200 -5.23 0.53 0.48
O -6.058534 -2.049390 0.023385 -1.05 -1.44 -0.05
C -4.108165 -1.207791 -0.030814 0.65 -2.38 -0.69
C -4.742331 -0.095764 -0.056245 -4.92 11.05 2.25
C -4.036662 1.123943 0.171801 -0.71 -1.85 -0.50
C -2.689608 0.985948 0.212581 2.56 5.14 -1.52
C -2.003564 -0.104780 -0.178732 -5.04 -1.93 0.99
C -2.815128 -1.284497 -0.177562 8.89 -1.12 -0.14
O -2.099424 -2.522010 -0.185567 0.85 4.89 -0.40
H -2.866809 -3.005083 -0.167440 -2.41 -4.07 0.09
C -0.640605 -0.124569 -0.238087 -0.18 -10.57 -0.10
N 0.195300 0.652511 -0.256348 7.14 13.54 0.41
C 1.568468 0.919000 -0.123160 -0.74 -2.97 -1.87
C 2.156949 1.914569 -0.887535 4.37 -6.95 6.00
C 3.477300 2.022241 -0.688283 6.83 0.63 -2.66
C 4.326131 0.898352 -0.165950 -5.21 9.18 -3.42
C 3.642573 -0.084992 0.488814 8.12 3.85 -2.92
C 2.424495 -0.072854 0.382044 -13.18 -4.48 4.00
H 1.833662 -0.966309 1.070236 1.52 2.28 -2.21
O 4.598340 -0.853565 0.839687 2.41 -4.82 4.16
C 5.761811 -0.151757 0.765695 6.94 -2.26 -4.15
O 5.640448 1.063921 -0.045908 -1.37 -1.75 2.24
H 6.369999 0.028127 1.709498 -1.14 -0.34 -1.08
H 6.474033 -0.764560 -0.252526 -1.38 0.86 3.93
H 4.107420 2.917869 -1.299042 -1.76 -2.49 1.97
H 1.550550 2.498294 -1.211782 -6.53 7.55 -4.62
H -0.093063 -1.070472 -0.246144 -1.43 -2.21 0.07
H -2.050501 1.953136 0.174792 -1.00 -1.59 0.71
Br -4.762437 2.880615 0.327675 -0.17 -0.83 -0.03
H -5.833547 0.247193 0.102979 1.52 -2.10 -0.81
```
Positions in Å, forces in eV/Å.



# 2
31
Properties=species:S:1:pos:R:3:forces:R:3 method="wB97M-V/def2-TZVPD" smiles="Cc1c(/N=C/c2cc(Br)cc(Br)c2Br)cccc1C(=O)O" e_above_lowest_ev=2.003
O -3.159394 0.307847 -2.666994 -1.58 1.72 -2.30
Br 4.424657 0.153969 5.040203 0.01 0.31 -0.13
Br 5.220563 4.928359 1.986708 -1.31 -0.95 0.41
Br 2.067795 4.385834 0.400342 0.59 -0.83 0.90
N 0.713485 0.083557 1.183478 2.98 4.10 0.16
O -4.087279 -1.338186 -1.500818 -1.48 -1.20 0.06
C -3.070722 -0.646703 -1.989969 0.88 0.38 2.53
C 1.090520 1.357046 1.061627 -1.73 -2.61 1.09
C 0.281956 -2.147892 -1.694344 -0.38 1.89 1.44
C 4.389425 2.591336 3.484727 0.28 -0.41 -0.94
C 0.891381 -1.466994 -0.614814 0.62 -0.72 -0.43
C -1.030775 -1.844749 -2.090094 1.16 -0.54 -1.71
C 2.590186 1.039091 3.065969 0.16 1.59 -2.11
C 3.782443 1.347384 3.715282 -1.37 1.10 -0.13
C 3.971859 3.488896 2.450388 -0.04 -1.06 0.69
C 2.782106 3.171499 1.756388 0.01 -1.47 -0.47
C 0.153708 -0.447016 0.054873 -3.12 -1.85 -1.07
C -1.764439 -0.903845 -1.421762 2.11 -0.71 1.89
C 2.157918 1.845190 1.952145 0.94 2.28 1.55
C -1.231302 -0.197931 -0.284591 0.29 -1.46 -1.32
C -2.098408 0.887042 0.293187 -1.81 -0.74 -3.30
H -3.844081 -2.112270 -0.945401 0.25 0.88 -0.60
H 0.525164 2.028717 0.375656 1.11 -0.42 0.03
H 0.857048 -2.821257 -2.245405 0.76 -1.08 -0.78
H 5.283740 2.749315 4.066669 0.19 0.52 -0.19
H 2.003431 -1.763429 -0.323990 -2.67 0.95 -0.43
H -1.393786 -2.174683 -3.116741 0.36 -0.05 1.63
H 1.928411 0.238171 3.290819 0.12 -0.93 0.18
H -1.670055 1.355458 1.058401 2.04 2.11 3.02
H -2.216945 1.569429 -0.576202 0.02 0.15 0.74
H -3.144123 0.741302 0.638749 0.60 -0.97 -0.44



| no. | Kohn-Sham gap (eV) | lowest unoccupied orbital energy (eV) |
| --- | --- | --- |
| 1 | 6.579 | -1.07 |
| 2 | 7.860 | -0.97 |